Density functional theory data (ωB97M-V/def2-TZVPD) for a 11-piece molecular cluster, C56H143N23O6P6 overall.

Properties
E in a.u.: -5978.64454
HOMO energy in eV: -8.347
Gap between HOMO and LUMO in eV: 8.91
SMILES: CN(C)P(=O)(N(C)C)N(C)C.CN(C)P(=O)(N(C)C)N(C)C.CN(C)P(=O)(N(C)C)N(C)C.CN(C)P(=O)(N(C)C)N(C)C.CN(C)P(=O)(N(C)C)N(C)C.CN(C)P(=O)(N(C)C)N(C)C.CCCC#N.CCCC#N.CCCC#N.CCCC#N.CCCC#N
Energy above the lowest of the compared OMol25 structures with the same formula, charge and spin in kJ/mol: 0.0
LUMO level in eV: 0.57

Last column: Löwdin charge in e.
CARTESIAN COORDINATES (ANGSTROEM)
C  -3.78601  3.73979  -3.98095  -0.1291
N  -5.01957  3.25512  -4.56339  -0.3219
C  -5.87161  4.23849  -5.13617  -0.1283
P  -5.46921  1.60578  -4.46502  0.4937
O  -4.19493  0.88042  -4.37556  -0.2862
N  -6.56581  1.54973  -3.24005  -0.2990
C  -6.23092  2.41645  -2.09585  -0.0796
C  -7.12336  0.27536  -2.79578  -0.0942
N  -6.39872  1.18838  -5.73539  -0.3093
C  -5.71485  0.77926  -6.94812  -0.0998
C  -7.79155  1.62876  -6.00165  -0.0896
H  -3.96302  4.57753  -3.24887  0.0865
H  -3.10882  4.12909  -4.70298  0.0639
H  -3.28613  2.85473  -3.50985  0.0801
H  -5.52483  4.60916  -6.09761  0.0813
H  -5.98400  5.12183  -4.44224  0.1070
H  -6.85207  3.88628  -5.34743  0.0362
H  -5.76197  3.29763  -2.45660  0.0471
H  -7.18110  2.77147  -1.67291  0.0922
H  -5.62795  1.90478  -1.34070  0.0822
H  -6.34188  -0.44211  -2.41487  0.0970
H  -7.93587  0.53777  -2.12470  0.0860
H  -7.50983  -0.17983  -3.66630  0.0526
H  -4.79569  0.27012  -6.79639  0.0572
H  -6.38872  0.15802  -7.49536  0.0665
H  -5.56123  1.74726  -7.49419  0.1030
H  -7.82949  2.62339  -6.43364  0.0619
H  -8.33407  1.60311  -5.03121  0.0818
H  -8.25191  0.82498  -6.65092  0.1007
C  5.74157  -4.85894  1.55694  -0.1162
N  5.28997  -3.93523  2.54965  -0.2967
C  6.02786  -2.67139  2.49029  -0.0900
P  4.75332  -4.45497  3.99486  0.4870
O  5.80698  -4.95104  4.89981  -0.2838
N  3.76927  -3.16321  4.40558  -0.2847
C  3.57736  -2.89896  5.81954  -0.1318
C  3.02303  -2.28290  3.55441  -0.1405
N  3.84747  -5.80048  3.64776  -0.2958
C  4.32119  -7.16692  3.73916  -0.1139
C  2.74591  -5.69564  2.70813  -0.1251
H  6.80455  -5.15513  1.62654  0.1024
H  5.56441  -4.44667  0.56314  0.0691
H  5.12056  -5.72784  1.50827  0.0461
H  5.47295  -2.01935  1.86965  0.0452
H  7.06114  -2.84762  2.09950  0.0987
H  6.11497  -2.29935  3.52174  0.0877
H  4.38796  -3.32113  6.46354  0.0808
H  3.50525  -1.77525  6.03268  0.0983
H  2.64383  -3.32477  6.26167  0.0683
H  2.96946  -2.67575  2.52283  0.0680
H  2.01013  -2.20562  3.89752  0.0391
H  3.45493  -1.25240  3.40426  0.0977
H  3.48405  -7.79695  4.00562  0.0787
H  4.83484  -7.55558  2.87275  0.0716
H  5.08204  -7.16826  4.50225  0.0684
H  3.06695  -5.52459  1.68894  0.0512
H  2.01547  -4.94019  3.00130  0.0348
H  2.09261  -6.59466  2.81737  0.0972
C  4.23468  -2.03300  -4.91855  -0.1623
N  4.03256  -3.10615  -4.01627  -0.2951
C  2.81422  -3.90625  -4.40467  -0.0457
P  4.48568  -3.13242  -2.43523  0.4921
O  3.64256  -2.62003  -1.36312  -0.2664
N  4.71142  -4.75761  -2.10058  -0.2949
C  3.69889  -5.50334  -1.43277  -0.1299
C  5.78465  -5.47932  -2.62661  -0.1444
N  5.96507  -2.35017  -2.51972  -0.2721
C  6.93682  -2.56728  -3.64753  -0.1085
C  6.66670  -2.00555  -1.27809  -0.1158
H  4.96857  -2.31622  -5.71355  0.0931
H  4.70773  -1.14288  -4.47415  0.0765
H  3.32078  -1.62781  -5.37207  0.0399
H  1.93058  -3.25022  -4.31774  0.0840
H  2.72621  -4.80093  -3.82206  0.0487
H  2.94776  -4.13676  -5.46916  0.0886
H  2.85454  -5.84963  -2.02215  0.0669
H  4.21092  -6.41023  -1.02579  0.0988
H  3.24294  -4.99224  -0.62008  0.0426
H  6.71832  -4.91457  -2.76598  0.0683
H  6.09290  -6.35036  -2.01121  0.0969
H  5.74960  -5.92998  -3.58126  0.0650
H  7.83408  -2.97278  -3.20751  0.0683
H  6.52203  -3.30133  -4.36294  0.0745
H  7.17742  -1.65140  -4.19655  0.0842
H  7.48688  -1.29119  -1.53537  0.0889
H  7.23595  -2.83010  -0.92411  0.0571
H  6.06301  -1.58277  -0.43327  0.0747
C  5.21072  1.88048  1.38190  -0.0783
N  5.23032  2.51777  0.05796  -0.3096
C  6.45714  2.33610  -0.60463  -0.1411
P  3.87001  2.98566  -0.75832  0.4779
O  2.82742  3.13881  0.29683  -0.2955
N  4.18712  4.36013  -1.64416  -0.3166
C  4.87068  4.36626  -2.91382  -0.1486
C  4.41987  5.59788  -0.87564  -0.1132
N  3.57193  1.92242  -1.94404  -0.2992
C  3.67190  0.53019  -1.62473  -0.1030
C  2.52783  2.27149  -2.90912  -0.0826
H  6.02799  2.28501  1.94994  0.0763
H  5.28705  0.76813  1.29992  0.0832
H  4.29023  2.09115  1.86540  0.0571
H  6.53725  3.02845  -1.46833  0.0719
H  6.66195  1.31965  -1.06024  0.0924
H  7.24365  2.64532  0.06299  0.0786
H  5.26919  3.40349  -3.21623  0.0682
H  4.12286  4.62434  -3.64275  0.0707
H  5.75215  5.06865  -2.93599  0.1017
H  5.46316  5.70222  -0.44801  0.0901
H  4.20568  6.50912  -1.60989  0.1209
H  3.73569  5.62901  -0.03856  0.0547
H  3.84573  -0.10586  -2.46991  0.0543
H  4.52986  0.31475  -0.99466  0.0603
H  2.69839  0.14122  -1.21638  0.0894
H  1.71744  1.62406  -2.75869  0.0430
H  2.89814  2.07533  -3.95207  0.0906
H  2.24714  3.35068  -2.68966  0.0932
C  -1.03296  4.74125  -2.25782  -0.1142
N  -1.37802  4.91970  -0.88213  -0.2963
C  -0.57732  4.09466  -0.02468  -0.1153
P  -2.26017  6.19097  -0.37720  0.5029
O  -3.32826  6.54354  -1.32471  -0.2860
N  -2.77711  5.75634  1.19327  -0.2761
C  -3.31656  6.84545  2.01540  -0.1023
C  -3.59655  4.54552  1.34503  -0.1147
N  -1.25718  7.45706  -0.04524  -0.3211
C  -1.56164  8.74680  -0.51740  -0.1461
C  0.05029  7.33455  0.62671  -0.0580
H  -1.22092  3.67346  -2.47789  0.0820
H  -0.04294  4.98868  -2.55149  0.0635
H  -1.63262  5.38265  -2.95670  0.0909
H  -0.80410  3.05722  -0.31563  0.0762
H  -0.95861  4.30760  0.96415  0.0668
H  0.47038  4.30348  -0.01986  0.0514
H  -3.00176  6.76721  3.08356  0.0969
H  -2.95683  7.78120  1.74091  0.0372
H  -4.38382  6.87320  1.89457  0.0804
H  -3.79227  4.30598  2.35688  0.0470
H  -4.55547  4.58716  0.90186  0.0692
H  -3.07446  3.62534  0.99098  0.0721
H  -2.32006  8.63850  -1.30994  0.0797
H  -1.89924  9.41685  0.24013  0.0665
H  -0.63898  9.15846  -1.01357  0.0949
H  0.52834  6.39524  0.41311  0.0552
H  0.04171  7.50007  1.69437  0.0785
H  0.64170  8.14428  0.17078  0.0794
C  -2.31075  -0.15818  -1.75217  -0.0786
N  -1.37749  -1.26431  -1.50136  -0.2795
C  -0.09145  -1.19708  -2.19025  -0.1001
P  -1.51199  -2.07219  -0.03759  0.4951
O  -2.86370  -2.68137  0.03828  -0.2918
N  -0.31832  -3.17805  0.07174  -0.3028
C  -0.48512  -4.46489  -0.56432  -0.0872
C  0.80150  -2.95550  0.93223  -0.1067
N  -1.25591  -0.88561  1.08975  -0.2808
C  -1.70426  -1.02723  2.50791  -0.0808
C  -0.22352  0.11317  0.86291  -0.0970
H  -1.81094  0.79826  -1.44648  0.0899
H  -3.17429  -0.33165  -1.16634  0.0308
H  -2.63801  -0.07782  -2.77112  0.0464
H  0.42644  -2.12169  -1.91361  0.0672
H  0.49905  -0.37280  -1.78321  0.0372
H  -0.19105  -1.12075  -3.31492  0.0824
H  0.44999  -4.93267  -0.68631  0.0540
H  -1.22966  -5.08271  -0.09402  0.0718
H  -0.91921  -4.23453  -1.60558  0.1091
H  1.52375  -2.31720  0.45077  0.0678
H  0.52665  -2.51470  1.90336  0.0590
H  1.26839  -3.91215  1.14219  0.0646
H  -2.53907  -1.67034  2.57092  0.0566
H  -0.90372  -1.27223  3.19706  0.0597
H  -2.01048  -0.01869  2.80698  0.0560
H  0.40116  0.06415  -0.01873  0.0499
H  0.45816  0.04017  1.76141  0.0997
H  -0.72013  1.10047  0.95879  0.0750
C  -6.88120  -1.02681  2.43150  -0.0956
C  -6.82125  -1.13690  0.90144  -0.2207
C  -5.33748  -1.23990  0.50003  -0.1939
C  -4.60772  -0.05680  0.95585  -0.2189
N  -4.10121  0.90721  1.37979  0.1986
H  -7.83235  -0.76469  2.80246  0.0534
H  -6.23084  -0.29983  2.82480  0.0400
H  -6.65128  -2.01468  2.86990  0.0876
H  -7.18741  -0.25526  0.41444  0.0878
H  -7.39924  -2.00525  0.62823  0.1069
H  -5.30653  -1.29507  -0.55774  0.0762
H  -4.81512  -2.17022  0.84128  0.1122
C  -0.14860  -2.09037  9.49655  -0.1055
C  0.12261  -0.72900  8.87313  -0.2519
C  0.15128  -0.75275  7.33416  -0.1935
C  -1.21436  -0.85355  6.75136  -0.2235
N  -2.29248  -0.82904  6.30989  0.1643
H  -0.25218  -2.01253  10.58131  0.0728
H  0.71570  -2.75283  9.35416  0.0745
H  -0.94244  -2.71844  9.13989  0.0605
H  1.12096  -0.38899  9.16854  0.1138
H  -0.53007  0.01878  9.20137  0.0839
H  0.60957  -1.70504  6.99416  0.1027
H  0.64767  0.19058  6.94743  0.1098
C  -3.16127  -6.34171  4.62027  -0.1113
C  -3.39485  -4.82063  4.34758  -0.2395
C  -2.39208  -3.88347  5.03712  -0.2227
C  -0.99579  -3.96087  4.72234  -0.2074
N  0.11426  -3.87040  4.45523  0.1931
H  -3.94349  -6.97810  4.27726  0.0503
H  -3.08599  -6.50017  5.69371  0.0650
H  -2.23300  -6.75386  4.18220  0.0778
H  -4.41893  -4.46143  4.71993  0.1270
H  -3.45795  -4.77501  3.21083  0.1216
H  -2.54716  -3.91333  6.12760  0.1254
H  -2.72930  -2.87263  4.76534  0.0843
C  -4.68350  2.79458  5.41007  -0.0971
C  -3.63189  2.06112  4.59226  -0.3125
C  -2.20222  2.56883  4.70292  -0.1927
C  -1.42970  2.22151  5.88244  -0.2277
N  -0.80578  2.05984  6.80676  0.1700
H  -4.44686  3.83716  5.11491  0.0753
H  -4.54566  2.62637  6.47336  0.0685
H  -5.67051  2.34728  5.07352  0.0952
H  -3.85443  2.32130  3.54278  0.0631
H  -3.62248  0.96703  4.80515  0.0943
H  -2.27250  3.68499  4.85354  0.1307
H  -1.62613  2.35729  3.77066  0.1236
C  -0.60031  1.36819  -8.16721  -0.1077
C  -1.14227  1.30830  -6.74334  -0.2740
C  -0.58490  0.12585  -5.95793  -0.1907
C  0.87164  0.19173  -5.99514  -0.2284
N  2.02591  0.18538  -6.08804  0.1678
H  0.51969  1.58958  -8.13170  0.0895
H  -1.09622  2.14300  -8.71154  0.0579
H  -0.65080  0.32587  -8.59954  0.0932
H  -2.27377  1.36536  -6.64704  0.1195
H  -0.78910  2.17274  -6.20771  0.0977
H  -0.80364  -0.81846  -6.47213  0.1246
H  -1.02249  0.06247  -4.91819  0.1144